This record from the Open Molecules 2025 dataset describes a molecular structure, C64H160As3F18N11O17. The level of theory is the ωB97M-V functional and the def2-TZVPD basis.

Atoms and positions in Å:
As 5.1168 -2.9015 -0.0939
As 0.5096 4.2015 -2.7656
As -2.5167 3.1322 4.8840
F 6.4151 -1.8871 0.3636
F 0.9139 4.7113 -4.4003
F -2.9672 3.2944 3.2865
F 0.1964 3.7237 -1.2115
F -0.8415 3.0823 4.3299
F 4.0595 -1.9120 1.0218
F -1.0921 4.8093 -2.9055
F 5.4503 -4.0530 1.1613
F 3.6093 -3.7937 -0.5672
F 6.0428 -3.9244 -1.1690
F -4.1806 3.1958 5.2302
F -2.4770 1.3728 4.8630
F -2.3918 4.8752 4.9598
F 1.0898 5.6321 -2.0522
F 4.6452 -1.7550 -1.3530
F 2.0879 3.4376 -2.7185
F -0.0955 2.6731 -3.3793
F -2.1537 3.0231 6.6005
O -1.1705 -5.6526 0.8450
O 2.2189 2.5400 1.6810
O -1.0393 0.4185 0.9342
O -2.4460 -7.1951 1.5962
O 4.5686 -0.6242 6.4717
O -4.2926 -0.5574 -3.2070
O 7.5210 6.3881 -0.9634
O 0.2835 9.1493 -0.9398
O -0.6433 -2.2917 -7.4505
O -2.6679 -1.8773 -3.6169
O -6.9183 -4.3546 -0.4825
O 3.7195 3.3042 3.0505
O -3.0863 -6.0489 -0.0975
O 4.5247 -7.6921 -0.0187
O -2.4138 0.2775 -3.9007
O -3.6426 2.9200 -1.3133
O 3.7357 1.2453 2.3270
N -0.9284 6.7264 1.2965
N 1.7303 -8.4810 -0.8604
N 1.6661 0.2535 6.1896
N 3.2139 2.3625 2.3855
N -3.1350 -0.7189 -3.6201
N -2.2224 -6.3295 0.7509
N -5.9941 -5.7424 2.3493
N 0.3131 1.2842 -7.3567
N 6.0042 4.2494 0.3581
N -5.3930 0.3603 -0.1543
N 1.5034 -0.5278 -0.9372
C 5.5672 -6.9462 0.6068
C -3.6373 3.1681 -2.7108
C -7.2098 -5.7466 3.3051
C 7.5624 7.6337 -1.5648
C 1.7742 1.1967 -7.4288
C -0.2015 5.4724 1.7706
C 0.1064 7.8150 0.9918
C -1.4642 1.3978 1.9172
C -6.3147 -6.2942 0.9672
C 3.6243 5.2199 0.0976
C 0.7825 1.4861 5.9574
C 0.7092 -0.9584 5.9930
C -5.9903 -4.4918 -1.5794
C -5.6390 1.4036 -1.2749
C -1.9259 7.3102 2.2933
C 5.0050 5.2722 0.7280
C 1.3428 -7.0809 -0.8254
C -4.9766 -6.5851 2.9696
C -6.0355 -0.9814 -0.5138
C -7.4674 -7.2148 3.7351
C -5.9434 -0.3655 2.1833
C -5.4706 -4.3403 2.0544
C 1.4856 -1.1429 0.4414
C -0.1905 2.4690 -8.2802
C 0.0874 10.4166 -1.4729
C 2.7867 0.2551 5.1724
C -7.4834 -0.7962 -0.8983
C 0.6697 -2.8264 -1.6205
C -3.1845 6.4612 2.4635
C 0.4453 2.3935 -9.6315
C 3.8501 -0.7943 5.3138
C 5.9036 -1.1276 6.5695
C -3.9314 0.0780 -0.0375
C 0.9099 5.7202 2.8829
C 7.1837 4.4038 1.2658
C 2.6277 2.5344 -7.4010
C -7.2681 -5.5842 0.0487
C -4.6996 -3.6525 3.2017
C 0.5358 -10.7856 -0.5561
C 0.4399 -9.3233 -0.9495
C 2.6218 -8.9267 -1.9515
C 6.1648 1.6731 0.1789
C -0.3589 1.0941 -0.1951
C -4.9835 2.8122 -0.9048
C 3.5113 -7.8286 0.9350
C 6.3571 4.2431 -1.1209
C 1.5159 -1.6735 -1.9351
C -0.1279 -1.1584 -6.7950
C 6.5793 5.6067 -1.7095
C 0.1941 0.1365 -1.2420
C 0.4278 -6.6753 -1.9405
C 2.6500 0.3880 -1.0812
C -0.2955 9.0703 0.3217
C 5.4105 2.8572 0.7305
C 1.5092 2.8480 6.1091
C 2.1141 0.2634 7.6561
C -0.1807 1.7364 -6.0152
C -0.6538 -3.4468 -6.6506
C 2.4385 -8.7793 0.4321
C 3.0351 0.7174 -2.5099
C 0.0766 -1.1703 4.6758
C -5.8224 0.8623 1.2491
C -0.3487 -0.0514 -7.7852
C -1.6313 6.3981 -0.0129
H 6.1695 -7.5898 1.2437
H -6.0683 -3.5009 -2.0234
H -0.0562 0.9577 -5.2676
H 6.2295 -1.0182 7.5844
H -6.3986 -3.8221 1.8690
H 3.4538 -0.0615 -0.4880
H -0.8383 6.1324 -0.7125
H 3.8187 -8.3021 1.8413
H 1.1226 -1.2141 -2.8625
H 6.1967 -6.5180 -0.1485
H 2.6196 3.1599 -8.2691
H 0.4868 -1.6136 0.6089
H 0.7399 -1.4728 3.8897
H -8.0170 -0.1642 -0.1659
H -5.1155 -7.5934 2.6774
H -3.5600 -0.2457 -0.9946
H 2.0126 0.5190 -8.3031
H -4.4972 -2.6735 2.8610
H 0.7355 -3.5214 -2.5050
H 1.3268 -1.7615 6.4165
H 3.0255 4.3524 0.3509
H 6.7799 4.3945 2.2471
H 5.6179 6.1456 -1.8161
H -1.3603 9.2382 0.3007
H 0.9908 -6.4350 -2.8665
H -6.4043 -5.2633 -2.2529
H 6.2722 1.7342 -0.9121
H -5.9414 -0.0009 3.2191
H 5.0861 -6.1595 1.2046
H -5.8672 -1.6510 0.2999
H 2.8087 -9.8211 0.3316
H -8.3769 -7.1640 4.2912
H 2.5854 -1.9404 -2.0809
H -0.8986 4.6839 2.0841
H 3.0346 -6.8524 1.1660
H 1.0794 10.6666 -1.8258
H 6.9459 5.5270 -2.7503
H 5.5466 3.7810 -1.6985
H 1.6378 -8.7419 1.2020
H -3.7222 -4.1222 3.2576
H 0.3276 1.8055 0.3094
H -0.4875 -0.3408 4.3084
H 2.5369 -0.6784 7.9319
H -6.8906 -0.9360 2.1591
H 2.2712 -6.5178 -0.8112
H 0.3195 -3.6209 -6.1459
H -0.5778 -0.6550 -1.3555
H -0.5731 -2.0494 4.7229
H -0.4845 -7.3041 -2.1660
H 2.2559 -8.6102 -2.9340
H 3.6673 -8.5187 -1.8382
H 2.2381 -1.8849 0.5092
H -1.3919 -3.4124 -5.8966
H 5.6122 0.7324 0.3657
H -0.3865 -8.8851 -0.4090
H 7.1098 1.5810 0.7107
H -5.0399 1.5566 1.5095
H 0.2029 -9.2804 -1.9773
H 1.4764 2.5979 -9.6135
H -0.1459 1.2686 6.5099
H -2.6022 3.1441 -2.9474
H 0.3520 0.5905 -2.1630
H -3.7715 -0.7461 0.7047
H 3.7023 5.3352 -0.9957
H 4.3978 2.8545 0.3749
H 0.6694 3.5760 5.9833
H 2.3961 0.2713 4.1664
H -4.1293 2.3150 -3.1436
H -5.0479 -0.9788 2.1822
H 2.7066 -10.0138 -1.9602
H -0.1015 11.1483 -0.7184
H 1.6326 -0.3469 1.1739
H -1.4014 7.4849 3.2514
H -8.0338 -1.7992 -0.8751
H -5.3395 -6.3812 0.4748
H 0.1277 -0.4265 -8.6869
H -6.7342 -7.3074 1.1257
H 3.3806 -1.8057 5.2126
H -0.4634 -11.1916 -0.7440
H 0.6472 8.1511 1.8857
H -6.6860 -7.5162 4.4457
H 6.6661 8.1874 -1.3144
H -4.0905 4.1642 -2.9700
H 0.9822 -1.1660 -6.6475
H 0.4547 1.4251 4.9556
H 6.0668 -2.1850 6.3133
H -0.3465 -2.5417 -1.5233
H 2.3530 1.3142 -0.5558
H -2.3055 5.5456 0.1451
H -7.6021 -0.3780 -1.8915
H 1.2398 -11.3813 -1.0526
H -1.0305 1.7084 -0.7869
H 2.1925 3.0088 6.9880
H 0.4934 5.9988 3.8383
H 7.1621 3.5188 -1.1276
H -0.7424 -4.2311 -7.3195
H -4.9704 -4.6248 -1.1760
H 5.5515 6.1898 0.5075
H 2.8565 1.0794 7.7605
H -5.4721 3.6903 -1.3886
H -0.0691 -0.8206 6.7529
H 2.2835 1.3173 -3.0720
H -6.7577 1.4093 1.0776
H 2.0572 3.0273 5.1586
H -0.6513 -1.0414 -5.8432
H 8.3592 8.2519 -1.0738
H 7.6371 5.3344 1.0491
H 4.8307 5.1866 1.8353
H -5.1281 -3.6926 4.1745
H -2.2339 7.2474 -0.3779
H 7.7900 3.5431 1.0455
H -5.0366 2.8986 0.1652
H -0.0462 -5.7754 -1.6555
H -4.9849 -6.5054 4.0824
H -0.0992 3.1110 -10.2385
H 0.1970 1.4059 -10.0333
H -8.1517 -5.3409 0.6300
H 7.6862 7.6192 -2.6230
H 2.3983 3.1459 -6.5057
H 3.2874 1.2134 5.2815
H -3.9907 -6.2910 2.5809
H -2.0158 0.8591 2.7234
H -2.8932 5.4784 2.1486
H 1.0487 -3.3723 -0.7522
H 3.6034 2.1280 -7.1707
H 0.3113 5.1059 0.8807
H 2.1509 0.5669 -6.6170
H -3.3384 0.9794 0.2123
H -2.0258 8.3378 1.8466
H 0.3400 2.6134 -5.6622
H -6.7061 1.5385 -1.3761
H 6.4193 -0.4611 5.8704
H -6.8647 -5.2266 4.1865
H 3.9427 1.3231 -2.4550
H -4.8032 -4.4028 1.1715
H -1.2454 2.3185 -8.3548
H -0.7321 1.8731 2.4951
H -1.3173 1.8765 -6.1020
H -5.3568 -1.3301 -1.2939
H 0.8775 -6.9439 0.1485
H 5.5298 2.7866 1.8742
H 1.3193 4.7199 2.9970
H -8.1043 -5.2670 2.9104
H 1.1836 0.4143 8.1692
H -5.1878 1.0252 -2.1878
H -2.0318 2.1888 1.4562
H 1.6669 6.4170 2.5441
H 4.4407 -0.5637 4.4491
H -4.0381 6.8231 1.9182
H -7.5156 -8.0494 3.0070
H -7.5768 -6.2715 -0.7613
H -0.5892 10.3755 -2.3533
H -1.4457 0.1634 -7.9766
H -0.0911 3.4051 -7.7060
H -3.4079 6.4099 3.5627
H 0.7069 7.2101 0.3374
H 3.1661 -0.2655 -2.9670
H 3.0608 5.9938 0.5337
H 0.6292 -10.9224 0.5695
H 0.1119 9.9153 0.8933

Cartesian forces (eV/Å) of the 2 atoms listed first:
-2.1 -0.2 0.0
0.8 -0.7 -2.9

The value obtained for the HOMO-LUMO gap is 0.3212 Ha. As for the total charge: +2.